Computed, not measured: a cluster of 2 separate species, C3H8F3NSi in total, with ωB97M-V/def2-TZVPD.

Each line ends with the natural charge from an NBO analysis.
Positions of all 16 atoms, in Å:
C -0.424 -0.542 1.792  -1.144
C -0.161 2.080 -0.158  -1.146
C -0.866 -1.390 -1.527  0.703
N 1.963 -0.026 0.079  -1.310
F -1.024 -0.811 -2.749  -0.379
F -0.041 -2.458 -1.706  -0.380
F -2.074 -1.878 -1.165  -0.373
Si 0.301 0.307 0.273  1.687
H -0.346 -1.621 1.700  0.261
H 0.095 -0.247 2.701  0.242
H -1.475 -0.301 1.910  0.254
H 0.243 2.772 0.578  0.249
H 0.222 2.366 -1.132  0.258
H -1.239 2.208 -0.177  0.260
H 2.293 -0.976 0.133  0.412
H 2.534 0.517 -0.552  0.406

E (hartree): -762.9581
Energy above the lowest of the compared OMol25 structures with the same formula, charge and spin (kcal per mole): 0.00
Orbital gap (eV): 8.99



Computed, not measured: the molecule C3H4N2OS, with ωB97M-V/def2-TZVPD.

Each line ends with the natural charge from an NBO analysis.
Positions of all 11 atoms, in Å:
C 0.836 0.412 0.570  -0.043
C 0.086 -1.519 -0.445  0.470
C -0.495 -1.194 -1.667  -0.265
N 1.121 -0.683 0.055  -0.416
N -0.075 2.462 1.402  -0.852
O -0.310 -2.424 0.351  -0.496
S -0.714 1.074 1.126  0.635
H 1.571 1.152 0.917  0.218
H -0.168 -0.457 -2.376  0.199
H -1.288 -1.759 -2.053  0.199
H -0.563 2.936 2.121  0.353

E (hartree): -699.5072
Energy above the lowest of the compared OMol25 structures with the same formula, charge and spin (kcal per mole): 103.48
Orbital gap (alpha / beta) (eV): 8.82 / 6.83



Computed, not measured: a structure of composition C22H45BiN9PSSi2, with ωB97M-V/def2-TZVPD.

Each line ends with the Löwdin charge.
Positions of all 81 atoms, in Å:
Bi 0.120 0.446 0.323  1.520
N -2.979 2.595 0.203  0.036
N -3.079 1.678 -0.860  -0.105
C -3.564 0.432 -0.704  -0.947
N -3.885 -0.210 -1.862  0.069
S -3.781 -0.276 0.791  0.612
H -3.441 2.162 1.001  0.028
H -1.995 2.712 0.447  0.027
H -3.189 2.119 -1.760  0.134
H -3.357 0.026 -2.691  0.041
H -4.072 -1.192 -1.746  0.079
C -1.128 -2.061 2.653  -0.213
Si -0.569 -0.526 3.574  0.357
C 0.878 -1.074 4.645  -0.169
C -2.041 0.106 4.548  -0.159
N -0.056 0.695 2.436  -0.287
C 0.291 2.007 2.811  -0.324
C 0.509 2.383 4.136  -0.061
C 0.809 3.692 4.488  -0.104
C 0.903 4.660 3.506  -0.107
C 0.702 4.306 2.179  -0.059
C 0.406 2.997 1.805  -0.330
N 0.201 2.617 0.465  -0.312
Si 0.584 3.606 -0.903  0.345
C 2.361 4.208 -0.915  -0.161
C -0.570 5.076 -1.092  -0.165
C 0.330 2.494 -2.402  -0.212
H -1.684 -2.700 3.343  0.042
H -0.276 -2.637 2.285  -0.021
H -1.788 -1.826 1.816  -0.048
H 0.607 -1.920 5.282  0.030
H 1.268 -0.284 5.287  0.016
H 1.691 -1.393 3.988  0.029
H -2.334 -0.592 5.335  0.032
H -2.884 0.214 3.861  0.014
H -1.858 1.078 5.007  0.022
H 0.446 1.636 4.914  0.074
H 0.970 3.945 5.528  0.098
H 1.136 5.686 3.760  0.097
H 0.776 5.069 1.415  0.075
H 2.576 4.831 -0.045  0.025
H 2.565 4.804 -1.808  0.031
H 3.061 3.369 -0.897  0.025
H -0.430 5.812 -0.299  0.024
H -1.617 4.766 -1.069  0.018
H -0.383 5.581 -2.044  0.031
H 1.031 1.652 -2.405  0.011
H 0.496 3.064 -3.320  0.037
H -0.684 2.089 -2.433  -0.007
C -0.033 -5.548 -1.380  -0.194
N -0.628 -4.324 -1.907  -0.151
C 0.166 -3.873 -3.045  -0.197
N 1.584 -3.679 -2.740  -0.155
C 2.110 -4.925 -2.184  -0.197
N 1.377 -5.411 -1.018  -0.157
C 1.547 -4.523 0.130  -0.331
P 0.932 -2.780 -0.163  0.940
C -0.721 -3.287 -0.880  -0.339
C 1.782 -2.563 -1.815  -0.342
H -0.110 -6.321 -2.148  0.125
H -0.596 -5.869 -0.502  0.126
H -0.251 -2.934 -3.414  0.098
H 0.092 -4.628 -3.832  0.125
H 3.158 -4.779 -1.911  0.124
H 2.056 -5.691 -2.961  0.125
H 2.607 -4.478 0.394  0.084
H 1.013 -4.940 0.987  0.084
H -1.199 -2.401 -1.308  0.057
H -1.358 -3.641 -0.066  0.084
H 2.853 -2.429 -1.640  0.086
H 1.405 -1.646 -2.280  0.067
C 2.378 0.429 0.388  -0.332
H 2.671 1.251 1.041  -0.004
H 2.798 0.586 -0.608  -0.018
H 2.741 -0.513 0.795  -0.034
C 0.019 0.308 -5.479  -0.045
C -0.758 -0.111 -4.321  -0.247
N -1.349 -0.448 -3.396  0.168
H -0.500 1.113 -5.997  0.090
H 0.150 -0.531 -6.160  0.088
H 0.995 0.665 -5.155  0.086

E (hartree): -2891.3195
Orbital gap (eV): 6.99



Computed, not measured: the ion C3H7NOS with charge -2, with ωB97M-V/def2-TZVPD.

Each line ends with the natural charge from an NBO analysis.
Positions of all 13 atoms, in Å:
O -2.002 -0.347 1.576  -0.962
C -1.883 -0.421 0.258  0.172
N -0.693 0.145 -0.357  -0.700
C 0.489 0.029 0.495  -0.199
C 1.745 0.635 -0.454  -0.544
S 2.482 -0.453 -1.647  -0.773
H -1.949 -1.521 -0.081  -0.008
H -2.904 -0.096 -0.223  0.019
H -0.522 -0.081 -1.303  0.358
H 0.828 -0.990 0.979  0.140
H 0.277 0.688 1.318  0.179
H 2.462 0.813 0.271  0.151
H 1.669 1.599 -0.831  0.166

E (hartree): -646.5498
Energy above the lowest of the compared OMol25 structures with the same formula, charge and spin (kcal per mole): 32.63
Net charge: -2
Orbital gap (eV): 5.20



Computed, not measured: the molecule C3H5N5, with ωB97M-V/def2-TZVPD.

Each line ends with the natural charge from an NBO analysis.
Positions of all 13 atoms, in Å:
H 2.071 0.982 2.464  0.347
N 2.468 0.973 1.473  -0.589
C 1.375 0.471 0.976  0.323
C 1.276 -0.245 -0.199  -0.301
C 0.129 -0.509 -0.786  -0.030
N -1.005 0.325 -0.566  -0.114
N -2.291 -0.034 -0.953  -0.701
N -1.090 0.675 0.724  0.045
N -0.100 0.407 1.488  -0.255
H 2.284 -0.920 -0.393  0.238
H 0.327 -1.259 -1.699  0.244
H -2.692 0.159 -2.076  0.411
H -2.751 -1.026 -0.452  0.382

E (hartree): -390.8388
Energy above the lowest of the compared OMol25 structures with the same formula, charge and spin (kcal per mole): 175.48
Orbital gap (eV): 9.08



Computed, not measured: a cluster of 5 separate species, C26H24Cl2N4O8 in total, with ωB97M-V/def2-TZVPD.

Each line ends with the natural charge from an NBO analysis.
Positions of all 64 atoms, in Å:
O -6.389 -5.348 2.233  -0.402
N -5.515 -4.678 2.804  0.526
O -4.389 -5.030 3.036  -0.355
C -5.921 -3.321 3.198  0.026
C -4.971 -2.364 3.504  -0.196
C -5.436 -1.130 3.842  -0.209
C -6.811 -0.840 3.746  -0.173
C -7.762 -1.776 3.430  -0.230
C -7.332 -3.038 3.231  -0.176
H -3.909 -2.550 3.441  0.263
H -4.752 -0.372 4.193  0.233
H -7.240 0.148 3.673  0.215
H -8.820 -1.581 3.530  0.223
H -8.003 -3.836 2.949  0.244
O 6.301 -2.544 -3.145  -0.380
N 5.139 -2.495 -3.558  0.529
O 4.890 -2.282 -4.703  -0.356
C 4.024 -2.906 -2.654  0.017
C 2.744 -3.192 -3.131  -0.201
C 1.690 -3.541 -2.279  -0.213
C 1.943 -3.760 -0.934  -0.189
C 3.235 -3.505 -0.444  -0.200
C 4.270 -3.055 -1.305  -0.183
H 2.542 -3.128 -4.190  0.244
H 0.710 -3.723 -2.693  0.230
H 1.109 -4.001 -0.291  0.227
H 3.477 -3.672 0.595  0.229
H 5.187 -2.669 -0.884  0.250
O -2.356 -0.310 2.970  -0.387
N -1.822 -1.004 2.099  0.523
O -2.065 -2.161 1.853  -0.355
C -0.770 -0.342 1.246  0.089
C -0.342 0.941 1.457  -0.220
C 0.575 1.560 0.627  -0.208
C 1.233 0.809 -0.382  -0.177
C 0.979 -0.511 -0.524  -0.230
C -0.062 -1.119 0.245  -0.194
H -0.877 1.565 2.157  0.250
H 0.898 2.578 0.787  0.224
H 1.975 1.269 -1.018  0.226
H 1.441 -1.125 -1.283  0.226
H -0.237 -2.176 0.112  0.232
O 2.895 5.897 -4.889  -0.382
N 2.126 5.261 -4.151  0.511
O 1.312 5.771 -3.424  -0.358
C 2.171 3.783 -4.215  0.089
C 1.177 3.024 -3.548  -0.216
C 1.330 1.614 -3.577  -0.216
C 2.387 0.951 -4.250  -0.190
C 3.300 1.713 -4.944  -0.201
C 3.195 3.118 -4.876  -0.209
H 0.388 3.438 -2.938  0.248
H 0.640 1.026 -2.989  0.222
H 2.531 -0.116 -4.169  0.224
H 4.134 1.301 -5.493  0.232
H 3.974 3.639 -5.413  0.246
Cl 3.082 5.071 4.919  -0.040
C 1.867 5.395 3.694  -0.400
C 0.515 4.741 4.058  -0.399
Cl 0.548 2.975 4.108  -0.038
H 2.183 4.910 2.770  0.215
H 1.776 6.468 3.523  0.228
H -0.177 5.100 3.296  0.215
H 0.063 5.136 4.968  0.224

E (hartree): -2746.0694
Energy above the lowest of the compared OMol25 structures with the same formula, charge and spin (kcal per mole): 38.10
Orbital gap (eV): 8.68



Computed, not measured: a structure of composition C3HBr5, with ωB97M-V/def2-TZVPD.

Each line ends with the natural charge from an NBO analysis.
Positions of all 9 atoms, in Å:
C 1.502 1.216 0.283  -0.252
C 2.412 0.011 -0.083  -0.287
C 0.014 0.888 0.510  -0.368
Br 2.176 2.894 0.413  0.200
Br 4.217 0.349 -0.231  0.191
Br 1.797 -1.749 -0.033  0.181
Br -0.924 1.642 1.850  0.203
Br -1.082 1.282 -1.400  -0.146
H -0.114 -0.261 0.350  0.279

E (hartree): -12984.8925
Energy above the lowest of the compared OMol25 structures with the same formula, charge and spin (kcal per mole): 5.59
Orbital gap (eV): 7.68